## one
C6H13NS | ωB97M-V/def2-TZVPD

Calculated values
LUMO   0.86 eV

Last column: natural (NBO) charge in e.
Atoms and positions in Å:
C -1.747 1.412 -0.280  -0.275
C -0.977 0.174 -0.769  -0.080
C 0.565 -1.509 0.586  -0.642
C 1.217 0.963 0.913  -0.653
C 1.948 -0.276 -1.246  -0.665
C 1.008 -0.209 -0.066  0.152
N -1.992 0.132 0.259  -0.604
S -3.497 -0.645 0.044  0.139
H -1.130 1.976 0.370  0.195
H -2.595 1.904 -0.849  0.201
H -1.242 -0.315 -1.661  0.178
H 0.006 -1.186 1.385  0.219
H 1.418 -2.129 0.869  0.195
H 0.038 -2.141 -0.004  0.215
H 2.252 0.815 1.237  0.212
H 0.957 2.061 0.631  0.222
H 0.701 0.763 1.749  0.207
H 2.713 0.451 -1.107  0.213
H 1.454 0.009 -2.132  0.229
H 2.408 -1.276 -1.328  0.212
H -3.505 -0.974 1.400  0.131



## two
C6H13NS | ωB97M-V/def2-TZVPD

Calculated values
LUMO   0.73 eV

Last column: natural (NBO) charge in e.
Atoms and positions in Å:
C -0.227 2.496 0.477  -0.353
C -1.370 2.953 -0.165  -0.208
C -1.096 2.980 -1.632  -0.654
H 0.555 1.845 0.503  0.202
H -0.290 2.377 1.798  0.118
H -1.671 3.766 0.528  0.240
H -1.453 3.866 -2.020  0.212
H -1.319 2.200 -2.336  0.228
H -0.076 3.062 -1.655  0.217
C 0.538 -0.321 3.156  0.067
N 1.355 -0.676 3.853  -0.326
H -0.171 0.249 2.493  0.250
C 2.023 -2.458 -0.414  -0.696
S 0.373 -1.602 -0.635  0.057
C -0.823 -3.062 -0.641  -0.661
H 1.911 -3.418 -1.109  0.212
H 1.959 -2.624 0.638  0.234
H 2.718 -1.898 -0.915  0.223
H -0.317 -4.001 -0.614  0.215
H -1.291 -2.799 0.197  0.211
H -1.328 -2.935 -1.506  0.212



Most stable pick: one. Distance to second place: 28.7 kcal/mol.



## one
C6H13NS | ωB97M-V/def2-TZVPD

Calculated values
LUMO   0.92 eV

Last column: natural (NBO) charge in e.
Atoms and positions in Å:
C -2.089 -0.727 0.134  -0.636
C -1.701 -0.229 -1.259  -0.210
N -0.324 0.166 -1.358  -0.437
C 0.205 1.258 -0.580  -0.216
C 1.571 0.531 -0.549  -0.362
S 2.673 0.567 0.875  0.220
C 1.574 0.061 2.202  -0.752
C 0.779 -0.698 -0.968  -0.223
H -1.872 0.082 0.854  0.200
H -1.435 -1.569 0.506  0.199
H -3.111 -1.039 0.207  0.219
H -1.839 -0.989 -2.017  0.196
H -2.347 0.640 -1.562  0.197
H 0.170 2.267 -1.093  0.194
H -0.218 1.296 0.438  0.163
H 2.207 0.925 -1.351  0.233
H 2.084 0.002 3.172  0.238
H 1.062 -0.805 2.035  0.204
H 0.817 0.903 2.242  0.209
H 0.573 -1.359 -0.139  0.170
H 1.221 -1.280 -1.790  0.194



## two
C6H13NS | ωB97M-V/def2-TZVPD

Calculated values
LUMO   0.91 eV

Last column: natural (NBO) charge in e.
Atoms and positions in Å:
C -1.267 -0.735 -3.033  -0.826
C -0.105 -0.263 -0.577  -0.357
C 0.161 0.362 0.652  -0.016
C -0.237 1.825 0.932  -0.701
C 0.582 -0.529 1.917  -0.075
C 1.052 -1.940 1.702  -0.633
H -0.481 -1.626 -2.959  0.234
H -2.500 -1.343 -3.184  0.219
H -1.025 -0.256 -4.125  0.240
H -0.088 -1.328 -0.795  0.220
H -0.008 2.324 2.132  0.286
H 0.673 2.574 0.347  0.212
H -1.142 2.058 0.280  0.242
H -0.375 -0.785 2.459  0.197
H 1.377 -2.237 2.653  0.208
H 0.275 -2.654 1.445  0.210
H 1.867 -2.270 1.059  0.211
H 2.305 0.867 1.784  0.363
H 2.210 -0.064 3.190  0.367
N 1.494 0.344 2.525  -0.844
S -0.916 0.626 -1.970  0.242



Most stable pick: one. Distance to second place: 85.2 kcal/mol.



## one
C6H9NS | ωB97M-V/def2-TZVPD

Calculated values
LUMO   0.43 eV

Last column: natural (NBO) charge in e.
Atoms and positions in Å:
C 1.115 1.610 0.314  -0.660
C 0.251 0.302 0.196  0.047
C -0.247 -1.404 -0.737  -0.102
C 0.061 -1.811 0.583  -0.203
C 0.433 -0.811 1.353  -0.183
C -1.068 0.035 -0.452  -0.349
H 2.186 1.099 0.384  0.247
H 0.905 2.439 1.138  0.231
H 1.069 2.348 -0.615  0.211
H 0.812 0.156 -1.587  0.325
H -0.604 -2.122 -1.432  0.218
H -0.090 -2.763 1.089  0.219
H 0.831 -0.609 2.287  0.223
H -1.023 0.477 -1.409  0.202
H -2.901 1.471 -0.485  0.154
N 0.965 -0.526 -0.900  -0.571
S -2.694 0.109 0.274  -0.010



## two
C6H9NS | ωB97M-V/def2-TZVPD

Calculated values
LUMO   -0.94 eV

Last column: natural (NBO) charge in e.
Atoms and positions in Å:
C -0.474 0.960 -0.587  -0.024
C 0.209 0.589 0.679  -0.226
C 1.636 0.454 0.640  -0.209
C 1.980 -0.448 -0.209  -0.156
C 0.778 -1.227 -0.623  -0.441
C -0.349 -0.549 -0.145  -0.352
H -2.532 1.240 -1.128  0.362
H -2.421 1.018 0.512  0.381
H 0.262 1.368 -1.361  0.232
H -0.343 0.817 1.602  0.229
H 2.269 0.992 1.185  0.214
H 2.924 -0.825 -0.596  0.217
H 0.672 -1.526 -1.754  0.210
H 0.918 -2.152 -0.147  0.229
H -1.879 -0.882 2.138  0.039
N -1.890 1.513 -0.374  -0.843
S -1.761 -1.343 0.167  0.138



## three
C6H9NS | ωB97M-V/def2-TZVPD

Calculated values
LUMO   0.77 eV

Last column: natural (NBO) charge in e.
Atoms and positions in Å:
C -2.582 0.415 0.492  -0.240
C -1.404 0.720 0.297  -0.039
C -0.045 1.301 0.070  -0.143
N 0.150 2.193 1.167  -0.802
C 0.998 0.222 -0.156  -0.288
C 1.035 -0.874 0.905  -0.447
C 0.273 -1.869 0.055  -0.517
S 0.476 -0.945 -1.495  0.176
H -3.679 0.197 0.405  0.256
H -0.095 1.821 -0.975  0.216
H -0.198 1.776 2.039  0.370
H 1.234 2.295 1.341  0.352
H 1.954 0.728 -0.476  0.222
H 2.128 -1.076 1.080  0.222
H 0.521 -0.625 1.867  0.214
H 0.633 -2.919 0.062  0.221
H -0.819 -1.925 0.432  0.226



Most stable pick: three. Distance to second place: 39.9 kcal/mol.



## one
C6H9NS | ωB97M-V/def2-TZVPD

Calculated values
LUMO   -1.06 eV

Last column: natural (NBO) charge in e.
Atoms and positions in Å:
C 0.711 1.715 0.166  -0.626
C 0.402 0.284 0.007  -0.024
C 0.069 -1.568 -0.621  -0.133
C -0.127 -1.684 0.924  -0.202
C 0.127 -0.412 1.358  -0.140
C -0.623 -0.295 -0.880  -0.244
H 1.223 1.809 1.361  0.214
H -0.353 2.061 0.471  0.244
H 1.360 2.351 -0.740  0.248
H 1.628 -0.578 -1.714  0.339
H 0.108 -2.390 -1.204  0.216
H -0.134 -2.585 1.604  0.236
H 0.210 0.083 2.272  0.221
H -0.761 0.128 -1.929  0.250
H -2.826 1.905 -0.474  0.083
N 1.407 -0.696 -0.586  -0.566
S -2.421 -0.127 -0.017  -0.115



## two
C6H9NS | ωB97M-V/def2-TZVPD

Calculated values
LUMO   0.29 eV

Last column: natural (NBO) charge in e.
Atoms and positions in Å:
C 0.325 0.366 1.919  -0.603
C 0.684 0.437 0.435  -0.232
C -0.330 1.228 -0.440  -0.502
C -0.486 0.438 -1.752  0.086
S -1.281 0.951 -3.041  0.039
N 0.118 -0.819 -1.626  -0.440
C -0.522 -1.619 -0.559  -0.243
C 0.750 -0.925 -0.299  -0.073
H 0.325 1.344 2.390  0.218
H -0.671 -0.145 2.032  0.204
H 1.029 -0.275 2.461  0.214
H 1.639 0.948 0.289  0.210
H 0.000 2.237 -0.624  0.246
H -1.325 1.281 0.021  0.233
H -0.501 -2.701 -0.777  0.219
H -1.455 -1.291 -0.185  0.205
H 1.701 -1.454 -0.247  0.220



Most stable pick: two. Distance to second place: 148.7 kcal/mol.



## one
C6H9NS | ωB97M-V/def2-TZVPD

Calculated values
LUMO   0.84 eV

Last column: natural (NBO) charge in e.
Atoms and positions in Å:
C 1.014 2.321 0.052  -0.452
C 0.771 0.965 -0.069  -0.183
S 2.078 -0.132 -0.046  0.280
C 0.920 -1.469 0.025  -0.342
C 0.011 -1.016 -1.076  -0.429
C -0.487 0.022 -0.092  0.098
N -1.718 0.843 -0.181  -0.811
C -0.236 -1.049 1.075  -0.408
H 2.072 2.747 0.078  0.218
H 0.131 2.968 -0.011  0.218
H 1.361 -2.404 -0.053  0.230
H 0.124 -0.694 -2.202  0.239
H -0.873 -1.684 -1.110  0.192
H -1.910 0.979 0.928  0.366
H -2.499 0.098 -0.561  0.357
H 0.071 -0.633 2.029  0.215
H -0.830 -1.863 1.211  0.210



## two
C6H9NS | ωB97M-V/def2-TZVPD

Calculated values
LUMO   0.79 eV

Last column: natural (NBO) charge in e.
Atoms and positions in Å:
C -2.331 -0.024 -0.130  -0.604
C -0.940 -0.233 -0.883  -0.435
C 0.184 0.428 -0.457  -0.283
S 0.531 1.952 -1.130  0.390
C 2.040 1.885 -0.256  -0.120
N 2.201 0.878 0.554  -0.416
C 1.063 -0.024 0.471  0.150
C 1.156 -1.408 1.163  -0.657
H -2.346 1.160 0.133  0.210
H -3.096 -0.315 -0.977  0.213
H -2.497 -0.695 0.805  0.213
H -0.870 -1.401 -1.029  0.220
H -1.257 0.136 -1.922  0.212
H 2.675 2.697 -0.331  0.203
H 2.153 -1.774 0.762  0.244
H 0.358 -2.112 1.016  0.223
H 0.976 -1.150 2.212  0.237



Most stable pick: two. Distance to second place: 37.1 kcal/mol.



## one
CH3BrCl2OSi | ωB97M-V/def2-TZVPD

Calculated values
LUMO (spin up / spin down)   -1.65 / -1.65 eV

Last column: natural (NBO) charge in e.
Atoms and positions in Å:
C 0.289 -0.169 0.011  -0.278
O 1.354 -1.119 -0.100  -0.905
Si 1.652 -2.443 0.730  1.729
Cl 1.111 -0.554 3.399  -0.731
Cl 0.575 -3.948 1.307  -0.254
Br 3.636 -2.728 -0.002  -0.199
H 0.190 0.399 0.975  0.249
H -0.715 -0.483 -0.060  0.189
H 0.596 0.458 -0.898  0.200



## two
CH3BrCl2OSi | ωB97M-V/def2-TZVPD

Calculated values
LUMO (spin up / spin down)   -2.71 / -2.71 eV

Last column: natural (NBO) charge in e.
Atoms and positions in Å:
C -1.095 0.611 -0.022  -0.293
O 0.306 0.807 0.050  -0.889
Si 1.572 -0.113 -0.097  1.754
Cl -1.384 -2.537 1.022  -0.845
Cl 1.735 -1.712 -1.215  -0.215
Br 3.204 1.222 0.361  -0.169
H -1.364 -0.429 0.234  0.275
H -1.428 0.855 -1.031  0.185
H -1.545 1.296 0.698  0.197



Most stable pick: one. Distance to second place: 11.5 kcal/mol.